[1]
Formula: C4H7N2
Source: the Open Molecules 2025 dataset
Level of theory: ωB97M-V/def2-TZVPD

```
13
Properties=species:S:1:pos:R:3:forces:R:3
N -2.571 -0.509 0.108 3.7953 2.3292 0.4290
C -1.598 0.153 0.074 -4.9649 -2.7260 -1.3770
C -0.533 0.991 -0.249 2.1625 1.8527 0.2745
C 0.729 0.436 0.371 1.4451 -1.3287 0.8578
C 1.102 -0.991 0.147 0.8938 -0.4922 -0.4226
N 1.944 0.072 -0.361 -0.9183 -0.0528 4.3849
H -3.322 -1.135 0.337 -0.1817 -0.1495 0.0439
H -0.590 1.892 0.365 -0.9043 0.4588 -0.4766
H -0.306 1.289 -1.291 -1.0980 -0.5012 0.2433
H 0.859 0.845 1.402 0.3425 -0.4179 -1.0624
H 1.581 -1.531 0.933 0.0625 -0.2204 0.6698
H 0.631 -1.695 -0.544 -0.4279 0.6473 -0.0791
H 2.073 0.183 -1.293 -0.2067 0.6006 -3.4854
```
Positions in Å, forces in eV/Å.

SMILES   [NH+]#CC[C@H]1CN1
Total charge   +1
HOMO-LUMO gap   8.58 eV

natural (NBO) atomic charge list, values in e, 8 entries:
1. N -0.42
2. C 0.73
3. C -0.63
4. C -0.07
5. C -0.26
6. N -0.54
7. H 0.50
8. H 0.33

***

[2]
Formula: C16H18N4
Source: the Open Molecules 2025 dataset
Level of theory: ωB97M-V/def2-TZVPD

```
38
Properties=species:S:1:pos:R:3:forces:R:3
C -2.423 -2.765 -1.046 -0.1747 0.1490 0.1270
C -3.116 -1.996 0.072 0.2531 -0.0407 0.0641
C -2.124 -1.389 1.072 -0.4566 -0.2122 -0.0396
N -1.295 -0.381 0.471 0.3014 0.0298 -0.0501
C -0.013 -0.495 -0.017 -0.1930 0.3543 0.0144
N 0.709 -1.648 0.125 -0.1847 -0.4733 0.1252
C 1.980 -1.728 -0.570 0.0831 0.0533 -0.2038
C 2.907 -0.615 -0.158 0.2371 -0.0052 0.2747
C 2.919 -0.117 1.141 0.1883 0.0175 -0.0293
C 3.790 0.913 1.446 -0.0252 -0.1170 -0.0562
C 4.630 1.395 0.455 -0.0386 -0.0029 -0.0186
C 4.559 0.810 -0.799 0.2451 0.2702 0.1230
N 3.723 -0.167 -1.100 -0.2092 -0.3770 -0.2881
N 0.454 0.608 -0.532 0.3849 -0.3038 -0.2916
C -0.554 1.530 -0.400 -0.6207 -0.1668 0.2805
C -0.604 2.864 -0.776 0.0273 -0.1685 0.0451
C -1.769 3.562 -0.519 -0.0448 0.1860 -0.0344
C -2.862 2.958 0.098 -0.1119 0.0937 0.0248
C -2.832 1.628 0.481 -0.1025 -0.1901 0.0887
C -1.669 0.926 0.225 0.2578 0.5396 -0.2697
H -3.157 -3.150 -1.749 0.0169 -0.0702 -0.0980
H -1.864 -3.610 -0.646 0.0812 -0.1196 0.0006
H -1.742 -2.115 -1.593 0.0847 0.0143 -0.0971
H -3.791 -2.662 0.615 -0.0660 0.0478 0.0214
H -3.711 -1.190 -0.361 -0.0729 0.0069 0.0672
H -2.678 -0.924 1.895 0.1458 -0.0807 0.0025
H -1.484 -2.168 1.496 -0.0391 0.0860 0.0468
H 0.164 -2.497 0.091 0.0622 0.1048 0.0246
H 1.864 -1.674 -1.660 0.0385 0.0064 0.1463
H 2.435 -2.690 -0.314 -0.0675 0.0749 -0.0611
H 2.249 -0.522 1.883 -0.0977 -0.0222 0.0553
H 3.814 1.333 2.442 -0.0053 0.0200 0.0553
H 5.320 2.202 0.650 0.0607 0.0606 -0.0191
H 5.198 1.139 -1.608 0.0900 0.0943 0.0028
H 0.244 3.329 -1.252 0.1092 0.0559 -0.0606
H -1.838 4.602 -0.801 -0.0036 0.0754 -0.0230
H -3.753 3.539 0.282 -0.0594 0.0376 0.0168
H -3.683 1.166 0.960 -0.0941 -0.0287 0.0330
```
Positions in Å, forces in eV/Å.

SMILES   CCCn1c(NCc2ccccn2)nc2ccccc21
HOMO-LUMO gap   8.48 eV

natural (NBO) atomic charge list, values in e, 8 entries:
1. C -0.62
2. C -0.40
3. C -0.21
4. N -0.40
5. C 0.56
6. N -0.62
7. C -0.25
8. C 0.23